173
Properties=species:S:1:pos:R:3:forces:R:3:lowdin_charge:R:1 method="wB97M-V/def2-TZVPD" homo_ev=-8.44 largest_force_ev_per_a=6.62 gap_ha=0.2459 smiles="C=CCc1nc2c(CCC(F)(F)C(F)(F)C(F)(F)C(F)(F)S(F)(F)(F)(F)F)c(CP(=O)(O)O)c(NCCCC)c(I)c2nc1-c1cccnc1.CC(C)O.CC(C)O.CC(C)O.CC(C)O.CC(C)O.CC(C)O.CC(C)O.CC(C)O" lumo_energy_ev=-1.75 multiplicity=1 relative_energy_kcal_mol=216.55
C -6.11259 0.65826 -0.44259 0.28 2.50 0.36 -0.02
C -5.52569 1.95453 -0.43017 -0.03 -2.81 -1.14 -0.14
C -4.31171 2.24431 -1.43472 1.56 -0.19 2.00 -0.14
C -3.27033 1.00551 -1.40526 1.71 -1.31 0.66 -0.15
N -2.51751 0.84013 -0.21009 -0.22 -2.17 -4.35 0.13
C -1.57602 -0.24761 -0.26174 0.28 0.02 0.19 -0.10
C -0.66952 -0.43461 1.03381 1.37 -3.07 -2.25 -0.04
C -0.85442 0.54632 2.27389 -0.18 0.26 -0.11 -0.13
C -0.83497 -0.14300 3.72275 1.36 -0.96 0.50 -0.08
C -1.48578 0.72161 4.89835 1.91 1.84 -1.30 -0.26
F -0.62619 0.70737 6.06420 -2.71 -0.31 -2.49 0.05
F -1.43854 2.10643 4.45457 -0.44 -2.64 1.21 0.03
C -3.02575 0.42021 5.22056 -1.33 1.96 1.67 -0.17
F -3.31810 1.13107 6.45036 0.76 -1.64 -2.75 0.05
F -3.94427 0.98396 4.27083 2.62 -1.74 1.96 0.08
C -3.35218 -1.15278 5.53175 -0.27 1.34 2.49 -0.21
F -2.15659 -1.71376 6.03339 -2.75 0.77 -1.32 0.10
F -4.31217 -1.09481 6.60911 2.35 -0.78 -2.63 0.07
C -4.06321 -1.92701 4.33663 -2.17 2.60 -2.43 -0.28
F -5.44116 -1.51299 4.35196 3.82 -0.71 0.11 0.06
F -3.60276 -1.54930 3.02573 -0.50 -0.63 3.80 0.05
S -4.05098 -3.79617 4.38730 -1.74 -4.49 -1.40 1.01
F -4.01360 -3.88998 6.04401 0.50 0.63 -2.63 -0.15
F -2.39790 -3.91679 4.20766 -2.47 0.73 0.86 -0.17
F -4.16050 -3.84083 2.69149 -0.06 0.00 2.96 -0.18
F -5.74643 -3.80107 4.48060 3.02 -0.38 -0.20 -0.18
F -4.12146 -5.46711 4.35298 0.27 2.73 0.17 -0.16
C 0.40821 -1.57896 0.98194 -1.59 1.03 -1.29 -0.07
C 1.43785 -1.85691 2.20099 -1.02 -0.62 -1.13 -0.18
P 2.67049 -0.45955 2.48618 2.54 1.03 3.93 0.66
O 2.79362 -0.15170 4.00307 -0.87 -0.54 -4.59 -0.33
O 2.39153 0.93648 1.56005 0.29 -2.89 0.26 -0.19
O 4.24240 -1.03360 2.03376 -3.28 0.72 -0.96 -0.19
C 0.60616 -2.52469 -0.28045 -3.00 2.53 -1.53 -0.23
N 1.61249 -3.58690 -0.38341 -1.18 1.03 0.76 -0.08
C 1.12600 -4.89167 0.15603 -0.35 -1.81 -0.15 -0.23
C 2.33039 -5.96342 0.35529 0.43 1.26 0.28 -0.17
C 3.28096 -5.51214 1.58616 -0.48 0.37 0.22 -0.24
C 2.52559 -5.55909 3.02097 0.08 0.12 -0.41 -0.12
C -0.33700 -2.28238 -1.47815 0.72 1.06 2.89 -0.47
I -0.10056 -3.62604 -3.19653 -0.29 1.21 1.33 0.78
C -1.44157 -1.13614 -1.52370 1.90 -1.67 0.91 -0.20
N -2.18901 -1.05047 -2.75217 -1.35 4.44 4.72 0.12
C -3.08544 0.05257 -2.62287 0.17 -0.32 -0.60 -0.14
C -3.99936 0.36934 -3.92093 -0.56 -0.31 -0.01 -0.12
C -5.36996 -0.37773 -4.03771 1.50 3.89 -4.10 0.03
C -6.15633 0.07851 -5.33283 3.74 0.89 1.93 -0.03
C -5.44666 1.13001 -6.21352 -0.59 -0.90 1.02 -0.14
N -4.19691 1.78711 -6.06067 -1.27 -3.00 2.92 0.00
C -3.44499 1.41236 -4.91141 -3.18 -1.87 -0.06 -0.07
H -7.23389 0.57180 -0.25680 1.82 -0.09 0.70 0.06
H -5.53822 -0.31229 -0.63301 -0.88 1.74 -0.59 0.07
H -5.82957 2.79230 0.27909 -0.29 -1.06 -1.67 0.10
H -3.72194 3.14285 -1.00127 -0.80 -1.45 -0.76 0.12
H -4.61991 2.54967 -2.48908 0.12 -0.81 1.50 0.11
H 0.01909 1.30104 2.24420 -1.49 -1.11 0.07 0.12
H -1.83193 1.13493 2.18982 1.45 -0.92 -0.33 0.11
H -1.23628 -1.23092 3.73541 0.39 1.94 -0.16 0.12
H 0.28529 -0.25760 4.00834 -1.94 0.34 -0.04 0.10
H 0.85046 -2.11285 3.16546 1.24 0.86 -1.48 0.11
H 2.06807 -2.80768 1.99027 -1.04 1.64 0.20 0.07
H 2.38436 0.73601 0.58522 0.05 0.17 0.90 0.06
H 4.22896 -1.20927 1.06119 0.33 0.16 0.86 0.07
H 2.51848 -3.30021 0.01229 -0.76 -0.28 -0.10 0.09
H 0.42501 -5.36963 -0.63060 0.95 0.99 1.24 0.09
H 0.51120 -4.73676 1.11531 0.91 -0.30 -1.25 0.11
H 1.93306 -7.02338 0.58295 0.43 1.76 -0.56 0.12
H 2.97077 -5.94218 -0.62186 -1.41 -0.36 1.94 0.10
H 4.22297 -6.15706 1.61028 -1.34 0.90 0.01 0.10
H 3.64041 -4.42217 1.42421 -0.43 -1.67 0.15 0.09
H 1.48827 -5.06605 2.98428 1.49 -0.70 -0.09 0.05
H 2.35623 -6.65484 3.30944 0.29 1.56 -0.23 0.07
H 3.12412 -4.99355 3.82695 -0.81 -1.16 -1.23 0.08
H -5.75933 -1.14625 -3.29591 0.77 1.27 -1.09 0.10
H -7.19787 -0.34609 -5.58356 1.97 0.91 0.27 0.09
H -6.04689 1.44648 -7.15049 1.23 -0.50 1.69 0.11
H -2.41942 1.91766 -4.75796 -1.92 -1.01 -0.18 0.12
C 4.66921 -8.68048 7.03568 0.27 -0.17 0.01 -0.07
C 4.64867 -7.18055 6.78619 -0.62 -0.33 0.02 -0.50
C 3.56914 -6.49692 7.61059 0.04 0.29 0.12 -0.07
O 4.41500 -6.93340 5.40125 0.24 0.13 -0.13 -0.07
H 3.71500 -9.13663 6.75236 -0.03 0.11 0.10 0.08
H 5.44167 -9.16017 6.42840 -0.02 0.09 0.09 0.08
H 4.86341 -8.90314 8.08819 -0.04 -0.03 -0.07 0.08
H 5.62487 -6.75361 7.03244 -0.07 0.03 -0.23 0.14
H 2.57677 -6.87750 7.34712 0.08 -0.12 0.04 0.08
H 3.55820 -5.42159 7.41278 0.08 -0.09 0.05 0.08
H 3.73030 -6.65417 8.68032 -0.06 0.01 -0.06 0.08
H 3.55331 -7.30736 5.17280 0.16 0.09 0.08 0.07
C 4.00697 4.12846 -1.46786 0.32 -0.10 0.03 -0.05
C 3.10960 3.07176 -2.09228 -0.30 0.66 0.19 -0.48
C 1.79931 3.67243 -2.57520 -0.10 -0.12 -0.24 -0.05
O 2.83759 2.05219 -1.13023 -0.04 -0.57 0.32 -0.08
H 3.52548 4.58485 -0.59680 -0.08 0.03 -0.12 0.09
H 4.93995 3.68064 -1.11463 -0.06 0.05 -0.08 0.08
H 4.24735 4.91640 -2.18629 -0.03 -0.03 0.07 0.07
H 3.62792 2.59816 -2.93064 -0.07 -0.17 0.20 0.14
H 1.24080 4.11295 -1.74255 0.14 0.07 0.01 0.09
H 1.15985 2.89946 -3.01070 0.10 0.05 -0.03 0.08
H 1.97310 4.44673 -3.32697 -0.09 -0.04 0.05 0.07
H 2.37836 2.46286 -0.38382 0.11 0.24 -0.26 0.07
C 1.44147 8.45804 -6.04669 -0.18 0.23 0.09 -0.06
C 1.96646 7.34848 -5.14983 0.17 -0.03 -0.68 -0.49
C 3.40953 7.00337 -5.48284 0.20 -0.07 0.19 -0.06
O 1.15324 6.18730 -5.30736 -0.15 -0.15 0.24 -0.07
H 1.46194 8.15268 -7.09756 0.19 -0.04 0.08 0.07
H 0.39997 8.68761 -5.80418 0.10 0.00 0.06 0.08
H 2.03528 9.36929 -5.93652 -0.05 -0.05 -0.05 0.08
H 1.89445 7.65679 -4.10292 -0.13 -0.20 -0.05 0.14
H 3.49794 6.64809 -6.51465 -0.07 0.14 0.00 0.09
H 3.77002 6.19651 -4.83848 -0.03 0.11 0.01 0.07
H 4.06241 7.87084 -5.35547 -0.01 -0.08 -0.04 0.08
H 1.21031 5.90647 -6.23133 0.04 0.09 0.15 0.08
C -1.45312 6.77400 -8.23944 0.07 0.00 0.27 -0.06
C -0.57769 7.60352 -9.16578 -0.57 -0.41 -0.33 -0.51
C -1.39749 8.24988 -10.27142 0.07 0.29 -0.12 -0.06
O 0.42403 6.76854 -9.74419 0.33 0.05 0.10 -0.06
H -1.94353 5.96318 -8.78783 -0.04 0.13 -0.06 0.08
H -0.84944 6.30628 -7.45674 -0.07 0.13 0.00 0.06
H -2.22210 7.39007 -7.76617 0.03 -0.08 -0.01 0.08
H -0.06343 8.37727 -8.58984 0.11 -0.14 -0.15 0.12
H -1.88606 7.49030 -10.89039 -0.04 -0.02 0.15 0.08
H -0.75391 8.83301 -10.93575 -0.04 -0.01 0.12 0.08
H -2.16483 8.91040 -9.85925 0.02 -0.06 -0.06 0.08
H -0.02131 6.07995 -10.25625 0.06 0.15 0.12 0.09
C 5.80868 1.85259 3.96190 0.23 -0.14 -0.06 -0.06
C 5.78968 3.35206 3.71336 -0.59 -0.38 0.10 -0.50
C 4.70987 4.03578 4.53723 0.03 0.30 0.10 -0.06
O 5.55691 3.59982 2.32729 0.18 0.20 -0.26 -0.07
H 4.85529 1.39795 3.67716 -0.01 0.09 0.19 0.05
H 6.58132 1.37232 3.35479 0.01 0.09 0.08 0.08
H 6.00166 1.62867 5.01433 -0.07 -0.03 -0.07 0.08
H 6.76608 3.77864 3.96065 -0.06 0.06 -0.25 0.14
H 3.71768 3.65570 4.27288 0.09 -0.15 0.06 0.08
H 4.69960 5.11148 4.33990 0.08 -0.08 0.04 0.08
H 4.87008 3.87788 5.60692 -0.07 0.00 -0.07 0.08
H 4.69477 3.22549 2.09929 0.17 0.00 0.13 0.08
C -2.64940 3.78111 9.34654 -0.02 -0.02 0.34 -0.06
C -1.77012 4.62499 8.43926 -0.46 -0.39 -0.33 -0.50
C -2.58155 5.28533 7.33552 0.01 0.31 -0.10 -0.06
O -0.76875 3.80150 7.85697 0.31 0.02 0.03 -0.05
H -3.13267 2.97660 8.78261 -0.04 0.13 -0.07 0.07
H -2.05196 3.30333 10.12782 -0.02 0.12 -0.05 0.08
H -3.42397 4.38930 9.82154 0.01 -0.08 -0.02 0.08
H -1.26175 5.39219 9.03016 0.14 -0.14 -0.10 0.14
H -3.06400 4.53344 6.70236 -0.04 -0.04 0.14 0.08
H -1.93311 5.87805 6.68451 -0.03 -0.02 0.12 0.08
H -3.35331 5.93952 7.75015 0.01 -0.04 -0.06 0.08
H -1.21547 3.12197 7.33287 0.12 0.10 0.08 0.07
C 7.36308 -5.67637 -0.50593 0.07 -0.02 0.32 -0.06
C 6.27378 -6.57478 -1.07004 0.33 0.49 -0.44 -0.49
C 6.53794 -6.91674 -2.52790 -0.09 -0.28 -0.12 -0.06
O 5.01190 -5.91757 -0.95807 0.11 -0.05 0.00 -0.09
H 7.40951 -4.72861 -1.05228 0.02 -0.11 -0.11 0.08
H 7.15443 -5.42929 0.53871 0.03 -0.10 -0.07 0.08
H 8.34185 -6.15966 -0.56210 -0.05 0.07 0.00 0.08
H 6.21460 -7.49473 -0.48157 -0.21 0.13 0.01 0.14
H 6.55588 -6.01195 -3.14424 0.11 0.02 0.11 0.08
H 5.74158 -7.55308 -2.92348 0.09 0.00 0.08 0.08
H 7.49204 -7.43720 -2.64458 -0.06 0.06 -0.03 0.08
H 5.05646 -5.10160 -1.47603 0.04 -0.17 0.05 0.10
C -7.38011 -4.19331 -7.70464 0.32 -0.02 -0.06 -0.06
C -7.94073 -3.01598 -6.92279 -0.49 -0.49 -0.30 -0.51
C -9.08080 -3.44718 -6.01325 -0.03 0.12 0.28 -0.06
O -8.41033 -2.02287 -7.83256 0.13 0.31 0.05 -0.06
H -8.14841 -4.63771 -8.34573 -0.06 0.00 0.15 0.08
H -6.56993 -3.86659 -8.36208 -0.03 0.00 0.13 0.08
H -6.99588 -4.96598 -7.03361 -0.04 0.02 -0.07 0.08
H -7.14623 -2.56007 -6.32529 -0.07 0.11 -0.18 0.12
H -9.90814 -3.86564 -6.59553 0.12 -0.07 -0.03 0.08
H -9.48151 -2.58904 -5.46630 0.09 -0.06 -0.01 0.08
H -8.74774 -4.19750 -5.29137 -0.06 0.03 -0.05 0.08
H -9.11385 -2.41635 -8.36623 0.15 0.06 0.12 0.09